1.
Density functional theory data (the ωB97M-V functional and the def2-TZVPD basis) for a 2-piece molecular cluster, C16H17N overall in a non-equilibrium geometry.

Output
**E_LUMO**: 0.77 eV
**Calculated total energy**: -18357.309 eV
**Strongest force on any atom**: 0.056 hartree/bohr
**Relative energy (zero: lowest compared OMol25 entry of this formula, charge and spin)**: 99.6 kJ/mol
**Net charge**: 0
**HOMO-LUMO gap**: 8.62 eV

XYZ file:
```
34
Properties=species:S:1:pos:R:3:forces:R:3:lowdin_charge:R:1
C -1.842102 2.857301 1.327310 2.38 1.54 0.48 -0.0599
C -1.844300 1.830426 2.389810 -1.96 -0.30 0.21 -0.2432
C -2.979068 1.221826 2.841799 0.33 -1.60 0.56 -0.0419
N -2.639633 0.208115 3.753667 -0.17 0.98 0.13 0.0658
C -1.304115 0.284097 4.021379 1.36 -0.02 -0.88 -0.2115
C -0.433990 -0.445651 4.844815 -1.23 -0.11 0.64 -0.0345
C 0.919798 -0.231177 4.774428 0.22 -0.15 -1.39 -0.1022
C 1.443377 0.577613 3.739811 -0.37 -0.31 0.26 -0.1007
C 0.612822 1.293584 2.886283 1.10 0.01 1.19 -0.0266
C -0.759512 1.216616 3.100278 -0.23 0.24 -0.45 -0.1460
H -2.768903 3.326933 1.021167 -0.38 -0.86 -0.36 0.0757
H -1.136090 2.542416 0.550265 -0.77 -0.04 -0.57 0.0816
H -1.296527 3.757919 1.689549 -0.12 -0.35 0.19 0.0846
H -4.023215 1.191486 2.571771 0.08 0.70 -0.36 0.1187
H -3.326912 -0.318174 4.249040 -0.06 -0.15 0.32 0.1401
H -0.888134 -1.145925 5.539331 0.29 -0.09 0.08 0.1047
H 1.640464 -0.838943 5.303105 -0.25 0.03 0.44 0.0962
H 2.515034 0.519912 3.623328 0.11 0.46 -0.21 0.0913
H 1.087744 1.953346 2.172515 -0.33 -0.01 -0.28 0.1079
C 3.231984 -0.745265 -3.600827 -0.98 0.58 0.02 -0.0474
C 1.889407 -1.349800 -3.906746 -0.59 -0.09 -0.69 -0.2908
C 1.065606 -1.975510 -2.986291 0.22 0.29 0.70 -0.0642
C -0.317378 -2.055531 -3.159713 0.96 -0.51 -0.61 -0.0823
C -0.870531 -1.708078 -4.395855 0.28 -0.55 0.48 -0.0929
C -0.022673 -1.257965 -5.409476 -0.55 -0.05 0.28 -0.0932
C 1.317742 -1.055902 -5.148897 0.20 0.88 0.37 -0.0732
H 3.867400 -1.214917 -2.859145 0.04 -0.39 -0.15 0.0762
H 2.956759 0.242563 -3.200546 0.42 -0.07 0.00 0.0930
H 3.692102 -0.571113 -4.561488 0.76 -0.02 0.01 0.0661
H 1.545119 -2.308124 -2.069684 -0.34 0.06 0.17 0.1083
H -0.876369 -2.494091 -2.346638 -0.38 0.08 -0.12 0.0975
H -1.927370 -1.893347 -4.527744 -0.05 0.28 -0.30 0.0949
H -0.401077 -0.988704 -6.387198 -0.16 -0.04 0.05 0.0992
H 1.872543 -0.425934 -5.839404 0.19 -0.45 -0.21 0.1086
```
Forces are in eV/Å.

2.
Density functional theory data (the ωB97M-V functional and the def2-TZVPD basis) for a 2-piece molecular cluster, C16H17N overall in a non-equilibrium geometry.

Output
**E_LUMO (alpha / beta)**: -3.69 / -7.09 eV
**Calculated total energy**: -18347.577 eV
**Strongest force on any atom**: 0.141 hartree/bohr
**Relative energy (zero: lowest compared OMol25 entry of this formula, charge and spin)**: 309.3 kJ/mol
**⟨S²⟩**: 0.773
**Net charge**: +1
**HOMO-LUMO gap (alpha / beta)**: 7.92 / 4.52 eV
**2S+1**: 2

XYZ file:
```
34
Properties=species:S:1:pos:R:3:forces:R:3:lowdin_charge:R:1
C -1.715642 -1.170799 -2.910885 0.89 -3.13 -1.26 -0.0410
C -1.219519 0.499746 -1.061761 -0.29 2.33 -1.84 -0.0643
C -1.375261 0.181036 -2.501047 1.73 -1.06 3.44 -0.1559
C -1.071545 1.917005 -1.091448 -0.83 -0.50 3.15 -0.1469
C -1.123558 1.341650 -3.272806 0.10 0.75 5.41 0.1190
C -1.530686 -0.111218 0.240420 1.28 -2.06 -4.64 0.0065
C -1.300587 2.628346 0.136276 0.14 3.18 -3.71 0.0089
C -1.958399 0.663763 1.219227 -2.45 0.28 3.81 -0.0756
C -1.863852 2.079794 1.222206 0.69 -2.57 0.22 -0.0207
N -0.922327 2.393778 -2.382743 0.19 -7.23 -0.49 0.1719
H -1.360239 -1.205960 0.155294 -0.86 0.68 1.05 0.1389
H -1.262957 -1.528728 -3.966928 -1.13 1.06 2.35 0.1441
H -2.818979 -1.099277 -3.006370 0.33 -0.83 -0.08 0.1076
H -1.116627 1.411382 -4.279640 0.04 0.57 -3.04 0.1178
H -1.041521 3.226440 -2.728598 -0.41 6.14 -1.61 0.0987
H -1.353933 3.733486 0.069074 0.61 -0.62 0.07 0.1349
H -2.574588 0.246875 2.076485 1.51 0.09 -0.85 0.1490
H -2.056006 2.607547 2.134670 -0.41 0.42 0.01 0.1269
H -1.391682 -2.038763 -2.111686 -1.01 2.44 -1.93 0.1505
C 1.312935 -0.717800 3.586306 -1.11 -0.94 0.98 -0.0640
C 2.206071 -0.146769 -0.202494 0.35 0.32 2.27 -0.1171
C 1.905374 0.217132 1.114929 -2.08 -0.98 0.64 -0.0431
C 2.477061 -1.453075 -0.513591 0.80 -0.59 -2.72 -0.1102
C 1.620062 -0.781980 2.077599 1.38 0.84 0.90 -0.2727
C 2.425816 -2.420703 0.468376 0.21 -1.59 -1.18 -0.0987
C 1.986449 -2.034145 1.689328 0.09 -3.73 2.70 -0.1245
H 2.438318 0.703654 -0.771399 0.06 0.59 -1.59 0.0871
H 1.612270 1.233085 1.292914 0.35 0.57 0.32 0.0967
H 2.780054 -1.686190 -1.578874 -0.26 0.10 1.42 0.1241
H 2.700691 -3.512442 0.327485 -0.31 1.66 -0.15 0.1351
H 1.307670 0.285039 4.021928 -0.04 -0.08 -0.21 0.0610
H 2.001974 -1.372869 4.252577 -0.76 1.18 -1.52 0.1052
H 2.003659 -2.886053 2.492659 -0.28 1.73 -1.42 0.1515
H 0.279505 -1.202986 3.802513 1.48 0.97 -0.50 0.0991
```
Forces are in eV/Å.

3.
Density functional theory data (the ωB97M-V functional and the def2-TZVPD basis) for C16H17N3O2 as an isolated structure in a non-equilibrium geometry.

Output
**E_LUMO**: -0.43 eV
**Calculated total energy**: -25419.800 eV
**Strongest force on any atom**: 0.350 hartree/bohr
**Relative energy (zero: lowest compared OMol25 entry of this formula, charge and spin)**: 1436.5 kJ/mol
**Net charge**: 0
**HOMO-LUMO gap**: 8.42 eV

XYZ file:
```
38
Properties=species:S:1:pos:R:3:forces:R:3:lowdin_charge:R:1
C 1.893946 1.798901 -4.811826 -0.64 -7.73 4.45 0.0406
C 1.666900 0.818529 -3.628288 10.21 -4.39 -14.16 -0.2396
C 2.373036 -0.483410 -3.633119 2.43 8.28 -11.32 -0.0311
C 2.299005 -1.291006 -2.722088 -0.58 -4.81 3.97 -0.0917
C 1.394186 -0.938991 -1.739393 2.31 -5.11 4.26 -0.1259
C 0.913689 0.260875 -1.645605 -2.48 1.69 1.43 -0.0217
C 1.099553 1.236426 -2.690911 -8.12 1.18 13.17 -0.0797
H 0.325001 1.906771 -2.671306 -0.91 2.84 -0.09 0.1167
H 0.183416 0.331750 -0.836680 0.07 0.99 -0.02 0.1027
C 1.465039 -2.003749 -0.529281 1.21 -9.02 -9.66 -0.3568
O 1.700740 -3.414393 -0.714556 -1.11 6.64 -0.13 -0.1603
N 1.385420 -1.678293 0.614614 -1.84 9.57 10.12 0.0713
H 1.116985 -0.426672 0.725082 1.18 -4.85 -0.19 0.2681
C 1.181043 -2.421122 1.930066 -1.70 -1.75 -7.90 -0.1040
H 1.434139 -1.907776 2.677008 3.20 4.35 5.66 0.0561
C -0.241454 -2.568731 2.032119 -7.43 -3.48 -0.26 -0.1030
N -1.160996 -1.252825 1.972549 5.19 -8.26 2.57 0.1380
C -1.364311 -0.588532 3.039414 -0.44 -3.68 7.44 -0.4241
O -1.322732 -1.105536 4.306611 0.44 2.80 -5.95 -0.0634
C -1.919058 0.657971 2.715847 -3.12 0.63 -1.93 -0.2163
N -1.992477 0.961448 1.310589 3.69 -2.80 2.54 0.1102
C -2.244307 2.139067 1.035656 -4.01 3.77 -1.90 -0.1599
C -3.007616 2.958364 1.973745 2.43 0.23 -0.51 -0.0975
C -2.997178 2.689842 3.287813 -4.54 -1.50 0.89 -0.0383
C -2.774796 1.186568 3.589591 1.69 6.78 3.83 0.0444
H -2.723362 1.089141 4.727786 -0.23 -1.19 -1.93 0.1451
H -3.727742 3.470851 3.902065 2.26 -2.52 -0.98 0.1606
H -3.488495 3.820086 1.639131 -0.25 1.56 -0.74 0.0740
H -2.239660 2.485320 -0.050756 0.16 -0.56 1.34 0.1321
H -1.255612 -0.920318 1.123534 -0.77 2.46 -4.81 0.0385
H -0.721509 -3.436050 1.286235 1.43 2.89 0.96 0.1828
H -0.626274 -3.139036 2.933182 1.05 1.30 -0.31 0.1300
H 1.672185 -3.330970 1.758716 0.65 -1.39 0.26 0.1219
H 2.845446 -2.157664 -2.848194 0.65 -2.10 0.79 0.1173
H 3.071530 -0.591227 -4.691699 -1.91 -0.08 3.30 0.1932
H 1.452624 2.546426 -4.521127 -4.08 8.50 2.17 0.0012
H 2.754559 1.853663 -5.198292 7.81 1.27 -1.15 0.0277
H 1.579138 1.444300 -5.648233 -3.91 -2.49 -5.21 0.0409
```
Forces are in eV/Å.

Question: net charge of number 2 (C16H17N)?
Answer: +1

Question: Look up the strongest force on any atom of the third one.
Answer: 0.350 hartree/bohr

Question: Among the records above, which one has the lowest strongest force on any atom?
Answer: number 1

Question: Look up the strongest force on any atom of the second one.
Answer: 0.141 hartree/bohr